Entry 1:
The following is a quantum chemistry calculation of 4 unconnected molecules or ions with the total composition C59H93BBrIN5O11, from OMol25.

```
171
Properties=species:S:1:pos:R:3
H 5.762 1.990 7.284
C 4.462 3.091 -5.115
O -3.512 0.740 -0.034
H 7.236 -5.479 8.657
H -9.709 2.065 2.358
H 7.836 1.206 2.601
C 4.226 1.765 -5.789
H -10.897 1.574 -2.988
H -9.206 1.215 -1.323
H 4.588 4.224 5.853
C 3.438 1.957 4.759
O -0.694 -1.869 -5.446
C 7.354 -5.861 6.146
N -6.883 -0.099 -2.388
H 2.162 1.289 -8.570
H -3.690 1.265 0.753
C 1.879 -0.481 -6.425
C 7.718 0.978 6.034
C -9.788 0.500 -0.736
H 6.048 -4.190 8.453
H 6.372 -5.473 6.413
H -6.646 -0.301 -3.363
H -13.086 -0.155 -0.146
H -12.099 1.624 3.002
H -6.283 0.968 -5.169
H 3.180 0.897 4.765
C 1.899 0.609 1.604
C -3.661 -2.151 -6.600
C -4.238 1.124 -3.450
C -12.229 1.308 1.967
C -3.157 0.952 -2.573
H 8.702 0.521 5.945
H 2.885 0.680 2.057
H 10.981 -5.442 8.132
H 6.915 4.982 5.271
H -2.040 -0.767 -6.929
H 7.795 -0.248 3.609
H 8.645 3.194 4.881
H -6.551 -4.091 -4.432
C -3.060 -0.080 -5.203
H 6.909 3.770 6.526
H -6.473 1.340 -1.027
C 7.815 -2.096 8.699
H 0.466 1.560 -0.620
H 0.469 1.859 -8.540
H -5.131 0.104 -9.167
C 1.279 1.427 -7.953
H -3.608 -3.983 -5.513
C 2.729 0.905 -3.007
H 2.739 2.484 5.410
C -11.275 0.720 -1.018
C 8.372 -4.717 5.933
Br 2.090 -2.423 -6.666
C 0.567 -0.240 -4.229
H 8.565 -1.380 8.370
H 1.360 -0.172 2.134
H -0.111 0.322 -6.801
H 5.787 -0.675 -4.925
C -2.037 0.293 -3.050
O 4.164 1.666 -6.988
H -11.623 3.796 2.493
H -5.484 -1.818 -4.652
C -5.463 1.853 -2.939
H 9.545 -4.041 9.652
C 8.386 -4.403 4.442
H -11.172 4.387 0.894
H 2.828 -0.102 -6.786
H -11.615 -1.026 0.298
B -3.253 1.535 -1.100
H -3.056 -2.733 -7.293
O -5.964 -3.774 -5.121
H 3.659 3.787 -5.346
O -5.817 0.239 -8.504
H 8.631 -5.314 3.895
H 9.997 -6.115 5.914
H -4.665 -2.127 -7.027
H -5.158 2.741 -2.389
C 7.598 3.056 4.598
C -1.970 -0.201 -4.352
C 4.814 -0.576 -5.404
H 10.210 -3.149 8.296
C 0.475 0.213 -2.903
C 4.854 1.731 6.748
H 1.497 2.143 -7.158
C -0.834 0.072 -2.200
C -11.403 2.226 1.052
H -9.500 -0.490 -1.089
C -11.778 3.655 1.423
C -5.853 1.550 -8.082
H 6.836 -1.743 8.369
H 4.221 -1.459 -5.193
H 7.054 -4.266 9.899
H -4.915 -3.047 -3.500
H -3.603 -0.114 -7.283
H -12.284 -1.187 -1.309
H 3.046 0.018 -0.165
O -6.443 2.388 -8.700
O -3.152 2.893 -0.878
O -0.909 -0.197 -1.022
H 7.408 -4.052 4.107
H -11.935 0.263 1.920
H -9.347 2.807 0.810
C -3.726 -2.925 -5.279
H -2.913 -2.675 -4.602
H 3.310 2.336 3.748
H 0.620 -0.602 -8.152
C 7.048 -4.422 8.820
C 7.269 1.564 4.677
H 4.706 0.653 6.825
H -12.548 0.990 -2.754
C 5.224 3.656 5.170
H 7.046 0.188 6.367
C 2.837 0.459 -4.321
H 4.031 2.221 7.269
H 5.417 3.483 -5.456
H -11.218 -0.158 -2.967
C 6.696 3.931 5.466
N -11.729 2.000 -0.391
C -5.061 -2.821 -4.557
H 7.787 1.727 6.822
C -5.359 0.752 -5.697
N 5.802 1.354 4.458
C -11.499 0.797 -2.523
C 0.800 0.104 -7.346
C 1.495 1.303 -0.841
C -0.694 -0.873 -4.762
C -9.413 0.660 0.736
C -4.191 0.604 -4.748
H 7.510 3.385 3.557
O 5.501 1.399 3.209
C -9.909 1.997 1.286
H 9.366 -6.085 8.294
N 7.961 -3.486 6.680
H 9.126 -3.649 4.188
H 1.382 1.556 1.735
I 2.572 3.148 -0.584
H 4.992 4.008 4.160
C -12.109 -0.477 -0.503
H 7.229 -6.428 5.224
C -3.060 -0.720 -6.563
H -13.290 1.377 1.726
C 4.854 2.175 5.276
H -12.827 3.853 1.199
H 1.420 -0.652 -0.082
H 3.605 1.335 -2.548
C 9.771 -5.151 6.377
C -5.155 1.842 -6.772
H -4.088 1.965 -6.957
C 1.562 0.809 -2.269
H -2.830 3.337 -1.668
N 4.134 0.634 -4.916
H 9.106 0.924 3.790
H 4.969 -0.538 -6.481
H -8.327 0.604 0.838
O -11.405 3.017 -1.106
H 4.513 2.975 -4.036
C 9.503 -3.939 8.565
H -6.070 2.222 -3.761
H 7.822 -2.119 9.789
O 8.496 -2.431 6.179
C 2.016 0.237 0.117
C -6.324 0.979 -2.044
C 1.746 -0.103 -4.975
C 8.039 0.816 3.596
C 9.935 -5.241 7.893
H 10.503 -4.437 5.988
H -5.526 -0.205 -6.185
H 7.662 -6.569 6.913
H -5.578 2.785 -6.437
C 8.092 -3.499 8.172
H -9.812 -0.169 1.328
```

Results
LUMO level (alpha / beta) in eV: -0.86 / -0.86
⟨S²⟩: 3.76
Energy in a.u.: -6301.87350
HOMO-LUMO gap (alpha / beta) in eV: 7.3041 / 8.3571
Multiplicity: 4
E_HOMO (alpha / beta) in eV: -8.16 / -9.22

---

Entry 2:
The following is a quantum chemistry calculation of a molecular structure, C9H22AlClIO2P, from OMol25.

```
37
Properties=species:S:1:pos:R:3
I 2.794 0.895 -0.134
C -1.331 -1.011 -3.094
Al -2.168 0.275 0.312
H 0.191 1.473 2.011
O -0.662 -0.375 1.793
H 1.354 -2.188 2.431
H -1.398 -1.414 3.471
H -1.154 -2.281 1.935
H -1.299 2.142 3.902
H 0.399 -2.944 3.719
H 2.558 -1.497 -1.289
H 1.163 1.678 -2.772
H 0.262 0.458 3.455
P -0.745 0.291 -1.955
C 0.587 -2.016 3.184
H -1.171 2.654 -2.425
C 5.320 -0.755 -0.020
O 6.152 0.027 0.026
H 2.572 -1.557 0.611
H 1.517 -0.067 -2.921
H -2.251 -1.467 -2.716
C -1.623 1.372 3.199
H -0.540 -1.779 -3.167
H 1.187 -1.071 -0.329
H -1.922 1.604 -3.663
H 1.037 -1.354 3.915
C 2.275 -1.048 -0.306
Cl -3.391 -1.477 0.107
H -2.148 0.627 3.781
H 0.388 0.730 -4.093
H -1.504 -0.593 -4.101
C -0.720 -1.541 2.608
H -2.335 1.781 2.480
C -0.379 0.773 2.619
C -1.740 1.731 -2.589
C 0.724 0.697 -3.030
H -2.697 1.795 -2.050
```

Results
LUMO level in eV: -11.16
Energy in a.u.: -1847.62522
Net charge: +2
HOMO-LUMO gap in eV: 3.9163
E_HOMO in eV: -15.07
Relative energy (zero: lowest compared OMol25 entry of this formula, charge and spin) in eV: 1.108

---

Question: Number 2 is which compound?
Answer: C9H22AlClIO2P